No. 1
C6H16NS as an isolated structure, computed with ωB97M-V/def2-TZVPD.

Properties
Energy relative to the best compared isomer or geometry (same formula, charge and spin) in kcal/mol: 78.41

```
! wB97M-V def2-TZVPD RIJCOSX def2/J DEFGRID3
* xyz 1 1
C -0.851 -2.887 -0.242
C 0.205 1.803 -0.921
C -1.018 1.132 1.055
C 1.408 1.551 1.144
C -0.759 -1.559 -0.835
C 0.749 -0.493 -0.033
N 0.315 1.002 0.303
S 2.092 -0.497 -1.182
H -1.785 -3.271 -0.443
H -0.994 -2.733 0.852
H 0.049 -3.570 -0.415
H 0.198 2.987 -0.756
H 1.082 1.663 -1.453
H -0.694 1.487 -1.481
H -1.287 2.181 1.133
H -1.865 0.755 0.428
H -1.085 0.635 2.009
H 1.541 0.758 1.941
H 2.372 1.603 0.735
H 0.995 2.489 1.485
H -1.672 -1.054 -0.985
H -0.151 -1.625 -1.761
H 1.170 -0.985 0.936
H 1.375 -0.794 -2.218
*
```

No. 2
C33H63In2NO17 as an isolated structure, computed with ωB97M-V/def2-TZVPD.

Properties
Energy relative to the best compared isomer or geometry (same formula, charge and spin) in kcal/mol: 0.00

```
! wB97M-V def2-TZVPD RIJCOSX def2/J DEFGRID3
* xyz 2 1
In -4.310 -7.133 31.729
In -1.835 -11.290 31.672
C -3.748 -2.033 31.945
C -3.857 -3.086 32.954
O -3.458 -4.345 32.412
H -2.754 -1.615 32.102
H -4.389 -1.256 32.363
H -4.092 -2.229 30.929
H -4.812 -3.120 33.478
H -3.185 -2.786 33.757
C -6.532 -11.121 30.489
C -6.184 -10.373 31.870
O -4.780 -10.209 31.930
H -6.086 -12.100 30.662
H -5.960 -10.575 29.739
H -7.579 -11.153 30.188
H -6.552 -10.861 32.773
H -6.800 -9.475 31.839
C -0.598 -8.038 28.360
C -2.011 -8.636 28.402
O -2.472 -8.956 29.680
H -0.054 -8.750 28.981
H -0.474 -7.081 28.867
H -0.158 -7.849 27.381
H -2.076 -9.375 27.603
H -2.570 -7.740 28.131
C -1.660 -7.052 34.867
C -1.083 -7.987 33.961
O -2.046 -8.734 33.239
H -0.970 -6.489 35.497
H -2.142 -7.696 35.603
H -2.468 -6.404 34.526
H -0.511 -8.785 34.434
H -0.434 -7.452 33.267
C -7.234 -1.657 28.732
C -8.159 -2.226 29.892
C -9.056 -3.374 29.431
O -8.409 -4.622 29.658
C -7.334 -4.279 30.527
O -6.550 -5.114 30.939
O -7.358 -2.903 30.867
H -7.717 -1.045 27.970
H -6.776 -2.542 28.290
H -6.598 -1.040 29.365
H -8.707 -1.399 30.343
H -9.089 -3.184 28.358
H -10.047 -3.289 29.875
C -9.813 -7.681 26.752
C -8.790 -8.628 27.316
C -7.462 -8.699 26.520
O -6.569 -7.901 27.343
C -7.094 -7.767 28.501
O -6.415 -7.461 29.447
O -8.407 -8.076 28.542
H -10.470 -7.204 27.479
H -10.500 -8.331 26.210
H -9.435 -6.955 26.032
H -9.227 -9.576 27.630
H -7.525 -8.123 25.597
H -7.174 -9.750 26.507
C -0.230 -4.088 33.096
C 0.027 -3.016 32.046
C 1.032 -2.017 32.692
O 2.001 -1.932 31.614
C 1.912 -2.919 30.800
O 2.481 -3.108 29.741
O 0.921 -3.699 31.142
H 0.570 -4.483 33.723
H -0.739 -4.937 32.641
H -0.864 -3.587 33.828
H -0.854 -2.564 31.593
H 1.693 -2.425 33.457
H 0.586 -1.062 32.971
C -3.824 -0.712 28.368
C -3.139 -2.066 28.088
C -2.015 -2.229 29.039
O -1.940 -3.639 29.028
C -3.183 -4.142 28.717
O -3.471 -5.343 28.924
O -3.930 -3.261 28.227
H -3.213 0.102 27.977
H -4.108 -0.407 29.376
H -4.740 -0.652 27.780
H -2.776 -2.016 27.061
H -2.289 -1.679 29.940
H -1.128 -1.780 28.592
C -8.920 -7.377 32.694
C -8.598 -7.084 34.212
C -9.263 -8.307 34.996
C -8.806 -8.363 36.446
C -7.317 -8.556 36.378
C -6.536 -7.380 35.707
N -7.118 -7.099 34.400
O -6.441 -6.112 33.757
C -6.381 -6.265 36.695
C -5.138 -7.928 35.345
C -9.249 -5.781 34.612
H -8.333 -6.692 32.082
H -9.889 -7.010 32.356
H -8.942 -8.432 32.422
H -10.349 -8.221 34.971
H -9.007 -9.290 34.601
H -9.087 -9.290 36.946
H -9.002 -7.464 37.031
H -7.104 -9.509 35.895
H -7.020 -8.572 37.427
H -5.680 -5.550 36.265
H -7.242 -5.716 37.075
H -5.808 -6.586 37.565
H -4.497 -7.263 34.767
H -4.600 -8.071 36.282
H -5.184 -8.893 34.841
H -10.207 -6.071 35.043
H -9.322 -5.222 33.678
H -8.898 -5.132 35.414
H -6.973 -5.350 33.998
*
```

No. 3
A 10-piece molecular cluster, C48H112N4O10 overall, computed with ωB97M-V/def2-TZVPD.

Properties
Energy relative to the best compared isomer or geometry (same formula, charge and spin) in kcal/mol: 129.84
SMILES: CC1(C)CCCC(C)(C)N1O.CC1(C)CCCC(C)(C)N1O.CC1(C)CCCC(C)(C)N1O.CC1(C)CCCC(C)(C)N1O.CC(C)O.CC(C)O.CC(C)O.CC(C)O.O.O

```
! wB97M-V def2-TZVPD RIJCOSX def2/J DEFGRID3
* xyz 0 1
C 2.521 -3.841 2.515
C 3.690 -4.863 2.894
C 4.968 -4.893 2.071
C 3.969 -4.586 4.356
C 4.638 -5.838 5.133
C 3.702 -7.083 5.076
C 3.525 -7.464 3.517
C 4.864 -8.039 2.928
C 2.361 -8.518 3.529
N 3.054 -6.262 2.815
O 2.638 -6.661 1.469
H 1.546 -4.160 2.881
H 2.631 -2.804 2.833
H 2.537 -3.621 1.448
H 4.811 -5.222 1.044
H 5.337 -3.871 1.987
H 5.836 -5.456 2.415
H 4.587 -3.705 4.526
H 3.037 -4.275 4.829
H 5.606 -6.080 4.695
H 4.778 -5.484 6.155
H 2.767 -6.762 5.535
H 4.076 -7.988 5.554
H 5.106 -9.023 3.330
H 5.735 -7.384 2.962
H 4.700 -8.059 1.851
H 2.438 -9.073 2.594
H 1.443 -8.136 3.977
H 2.571 -9.381 4.162
H 1.829 -6.145 1.439
C -2.529 6.504 -1.353
C -3.620 5.497 -0.847
C -3.447 5.146 0.670
C -4.992 6.280 -0.829
C -5.591 6.533 -2.229
C -5.767 5.138 -2.860
C -4.442 4.305 -2.971
C -4.820 2.861 -3.361
C -3.633 4.959 -4.111
N -3.689 4.307 -1.752
O -2.484 3.567 -1.820
H -2.586 7.391 -0.722
H -1.576 6.036 -1.105
H -2.713 6.936 -2.337
H -4.318 4.859 1.260
H -2.703 4.373 0.862
H -3.091 5.969 1.289
H -5.760 5.848 -0.187
H -4.893 7.193 -0.241
H -6.549 6.998 -1.996
H -4.948 7.082 -2.916
H -6.207 5.178 -3.856
H -6.566 4.606 -2.344
H -5.481 2.839 -4.228
H -5.492 2.449 -2.608
H -3.952 2.261 -3.633
H -2.545 4.896 -4.068
H -3.956 5.985 -4.282
H -3.900 4.618 -5.111
H -2.764 2.733 -1.435
C 0.331 1.748 0.474
C 0.067 0.302 0.083
C 0.576 0.058 -1.328
C 0.796 -0.658 1.184
C -0.048 -0.866 2.440
C -1.433 -1.352 2.121
C -2.194 -0.299 1.367
C -3.487 -1.052 1.063
C -2.440 0.937 2.248
N -1.421 0.034 0.095
O -2.094 0.684 -0.934
H 0.424 1.907 1.549
H 1.267 2.210 0.161
H -0.320 2.495 0.021
H 1.646 -0.101 -1.459
H 0.063 -0.711 -1.906
H 0.380 0.944 -1.932
H 1.117 -1.610 0.762
H 1.641 -0.094 1.577
H 0.475 -1.503 3.153
H 0.052 0.120 2.894
H -1.908 -1.649 3.056
H -1.405 -2.301 1.584
H -4.066 -1.285 1.957
H -3.335 -1.969 0.494
H -4.136 -0.504 0.380
H -1.771 1.772 2.043
H -2.376 0.724 3.315
H -3.385 1.427 2.011
H -2.306 0.002 -1.576
C 1.217 1.400 -8.048
C -0.129 1.093 -7.362
C -0.860 2.448 -7.232
C -0.966 0.160 -8.302
C -2.141 -0.409 -7.676
C -1.666 -1.318 -6.510
C -0.791 -0.554 -5.385
C -1.790 0.265 -4.449
C -0.104 -1.692 -4.631
N 0.220 0.373 -6.079
O 1.154 0.948 -5.297
H 1.762 0.457 -8.005
H 0.897 1.731 -9.036
H 1.724 2.257 -7.604
H -0.929 3.003 -8.167
H -1.925 2.315 -7.037
H -0.559 3.065 -6.385
H -1.265 0.888 -9.056
H -0.410 -0.630 -8.806
H -2.768 0.444 -7.418
H -2.649 -1.051 -8.397
H -1.250 -2.276 -6.822
H -2.610 -1.615 -6.053
H -2.529 -0.414 -4.025
H -2.281 1.125 -4.904
H -1.372 0.771 -3.579
H 0.304 -1.332 -3.687
H 0.658 -2.010 -5.343
H -0.616 -2.646 -4.509
H 0.646 1.704 -4.993
C -3.733 1.537 9.223
C -3.261 0.715 8.051
C -4.074 1.006 6.793
O -1.921 0.959 7.752
H -3.509 2.586 9.033
H -3.101 1.230 10.056
H -4.813 1.545 9.372
H -3.310 -0.312 8.413
H -3.859 2.064 6.642
H -5.145 0.920 6.976
H -3.583 0.544 5.936
H -1.607 0.479 6.983
C 5.106 0.241 -0.359
C 5.219 0.073 -1.871
C 6.595 0.523 -2.361
O 5.285 -1.319 -2.247
H 4.221 -0.142 0.149
H 5.211 1.297 -0.108
H 5.951 -0.222 0.151
H 4.417 0.624 -2.363
H 7.557 0.197 -1.965
H 6.655 1.542 -1.979
H 6.608 0.563 -3.450
H 6.050 -1.768 -1.883
C 1.648 4.533 5.551
C 0.239 3.900 5.630
C 0.061 3.119 4.282
O 0.142 3.143 6.795
H 1.984 4.966 6.493
H 1.762 5.343 4.830
H 2.407 3.775 5.359
H -0.531 4.668 5.705
H 0.446 2.100 4.225
H 0.361 3.718 3.422
H -1.027 3.070 4.331
H -0.747 2.785 6.848
C 1.261 -3.805 -1.982
C 2.674 -3.244 -1.653
C 3.790 -4.238 -1.499
O 2.852 -2.275 -2.681
H 1.118 -4.730 -1.424
H 1.284 -4.128 -3.023
H 0.449 -3.085 -1.886
H 2.591 -2.719 -0.701
H 3.667 -4.777 -0.560
H 4.745 -3.718 -1.423
H 3.918 -4.910 -2.347
H 3.633 -1.765 -2.453
O 0.004 3.007 -3.672
H 0.301 3.917 -3.665
H -0.614 2.951 -2.944
O -0.761 -0.798 6.074
H -0.349 -1.447 6.645
H -0.238 -0.818 5.273
*
```

No. 4
A 10-piece molecular cluster, C22H60F3O20 overall, computed with ωB97M-V/def2-TZVPD.

Properties
Calculated total energy in eV: -72882.3001

```
! wB97M-V def2-TZVPD RIJCOSX def2/J DEFGRID3
* xyz -1 1
C 19.810 -17.061 25.589
O 20.136 -18.344 25.121
O 20.897 -16.616 26.360
C 19.272 -16.206 24.354
F 18.145 -16.686 23.936
F 18.909 -14.969 24.586
F 20.077 -16.153 23.277
C 19.207 -19.258 24.589
C 19.987 -20.513 24.469
H 19.397 -21.137 23.798
H 20.928 -20.314 23.956
H 20.184 -21.129 25.346
H 18.925 -18.907 23.597
H 18.317 -19.435 25.193
H 18.918 -17.177 26.205
C 20.049 -9.420 20.201
C 20.764 -10.240 21.226
O 22.130 -10.062 21.175
O 20.075 -10.151 18.936
H 20.614 -8.498 20.065
H 19.031 -9.267 20.559
H 20.510 -11.290 21.083
H 20.491 -10.088 22.270
H 22.595 -10.812 20.798
H 20.919 -9.977 18.514
C 22.457 -10.457 27.262
C 22.894 -9.016 27.375
O 21.840 -8.087 27.693
O 22.526 -11.073 28.506
H 23.175 -10.758 26.499
H 21.534 -10.635 26.710
H 23.146 -8.702 26.363
H 23.672 -8.813 28.111
H 22.072 -7.649 28.515
H 22.343 -12.000 28.334
C 17.352 -11.770 29.722
C 16.442 -12.682 28.926
O 15.111 -12.501 29.423
O 17.544 -12.482 30.960
H 16.994 -10.751 29.865
H 18.341 -11.730 29.264
H 16.833 -13.689 29.076
H 16.403 -12.468 27.858
H 15.049 -12.936 30.276
H 18.052 -13.259 30.715
C 16.967 -27.567 20.191
C 17.211 -27.187 21.557
O 16.999 -25.815 21.727
O 18.082 -27.334 19.308
H 16.002 -27.258 19.790
H 16.886 -28.653 20.142
H 18.183 -27.466 21.963
H 16.474 -27.769 22.110
H 17.642 -25.375 21.167
H 18.462 -26.454 19.346
C 25.034 -19.484 26.155
C 25.661 -18.270 25.455
O 24.645 -17.613 24.667
O 24.314 -19.065 27.370
H 25.748 -20.269 26.407
H 24.336 -20.050 25.538
H 26.444 -18.618 24.781
H 26.016 -17.590 26.229
H 23.874 -17.548 25.234
H 23.765 -18.287 27.251
C 20.872 -22.987 18.271
C 20.943 -22.565 16.785
O 20.279 -23.535 15.967
O 19.533 -23.179 18.740
H 21.316 -22.207 18.889
H 21.416 -23.907 18.483
H 21.978 -22.646 16.453
H 20.553 -21.574 16.554
H 20.601 -23.373 15.078
H 19.051 -22.368 18.563
C 22.613 -14.408 33.375
C 22.234 -15.601 32.446
O 21.254 -15.182 31.607
O 23.368 -13.405 32.652
H 23.243 -14.758 34.193
H 21.687 -13.969 33.748
H 21.823 -16.464 32.969
H 23.123 -15.908 31.895
H 21.523 -15.407 30.714
H 22.843 -13.052 31.930
C 17.310 -17.598 18.848
C 16.058 -16.974 19.586
O 14.873 -17.077 18.839
O 17.138 -18.993 18.706
H 18.157 -17.511 19.529
H 17.563 -17.006 17.968
H 16.183 -15.924 19.852
H 15.802 -17.514 20.497
H 14.144 -17.080 19.463
H 16.287 -19.134 18.286
C 16.611 -26.717 27.972
C 17.246 -25.466 27.254
O 16.331 -24.659 26.583
O 15.912 -27.590 27.117
H 15.905 -26.346 28.715
H 17.331 -27.322 28.523
H 18.014 -25.750 26.534
H 17.808 -24.858 27.962
H 16.410 -24.792 25.636
H 15.046 -27.190 27.019
*
```

No. 5
C22H22BN12O2OsS as an isolated structure, computed with ωB97M-V/def2-TZVPD.

Properties
Energy relative to the best compared isomer or geometry (same formula, charge and spin) in kcal/mol: 62.83
Expectation value of S²: 0.785

```
! wB97M-V def2-TZVPD RIJCOSX def2/J DEFGRID3
* xyz 2 2
Os -0.030 0.050 -0.115
C -2.387 -0.756 3.271
C -2.150 -0.050 2.102
N -1.027 -0.498 1.535
N -0.528 -1.477 2.311
C -1.331 -1.649 3.367
B 0.783 -2.236 1.920
N 1.954 -1.220 1.928
C 3.118 -1.258 2.598
C 3.828 -0.109 2.309
C 3.015 0.597 1.428
N 1.895 -0.083 1.221
N 0.537 -2.756 0.477
C 0.708 -3.961 -0.079
C 0.078 -3.988 -1.313
C -0.448 -2.716 -1.470
N -0.149 -1.980 -0.395
N 1.065 -3.249 3.003
C 1.238 -4.584 3.116
C 1.578 -4.867 4.423
C 1.573 -3.619 5.073
N 1.241 -2.688 4.217
H -3.203 -0.638 3.951
H -2.727 0.735 1.652
H -1.127 -2.367 4.134
H 3.395 -2.069 3.237
H 4.789 0.173 2.683
H 3.200 1.539 0.950
H 1.275 -4.742 0.383
H 0.009 -4.813 -1.990
H -1.025 -2.308 -2.280
H 1.102 -5.268 2.307
H 1.774 -5.823 4.862
H 1.755 -3.391 6.105
C 2.880 -1.080 -4.453
N 2.397 0.015 -3.639
C 2.516 1.308 -3.990
C 1.939 2.299 -3.265
C 1.137 1.954 -2.130
O 0.529 2.837 -1.489
N 1.072 0.642 -1.770
C 1.778 -0.323 -2.446
O 1.847 -1.455 -2.001
H 3.447 -0.692 -5.294
H 2.030 -1.661 -4.819
H 3.506 -1.747 -3.859
H 3.108 1.527 -4.867
H 2.030 3.338 -3.526
C 1.261 7.083 0.035
C 0.250 6.167 0.617
C -0.745 6.619 1.500
C -1.627 5.656 1.967
N -1.546 4.400 1.595
C -0.580 4.036 0.766
S -0.567 2.338 0.403
N 0.306 4.885 0.300
H 1.086 8.112 0.337
H 1.236 7.012 -1.052
H 2.258 6.777 0.353
H -0.816 7.653 1.796
H -2.430 5.902 2.651
*
```